(1)
Below is C5H14NO7P2SbSe4W as an isolated structure at a distorted geometry, with properties calculated with ωB97M-V with the def2-TZVPD basis set.

Properties
Gap between HOMO and LUMO (alpha / beta) = 6.5825 / 6.5846 eV
Electronic energy = -309563.693 eV
LUMO energy (alpha / beta) = -1.117 / -1.115 eV
ΔE to the lowest compared entry with this formula, charge and spin = 0.0 kcal per mole

Last column: Mulliken charge in e.
Cartesian coordinates (Å):
W (0.98, 0.28, -0.21)  0.732
N (-3.72, -0.31, -1.11)  -0.134
C (-2.31, -0.03, -1.59)  0.743
C (-2.38, 0.37, -3.07)  -2.019
P (-1.25, -1.54, -1.47)  0.903
O (-1.20, -1.75, 0.15)  -0.440
O (-1.90, -2.71, -2.07)  -0.796
O (0.10, -0.94, -1.81)  -0.654
P (-1.78, 1.46, -0.63)  0.667
O (-1.44, 0.87, 0.85)  -0.339
O (-2.97, 2.31, -0.56)  -0.860
O (-0.37, 1.80, -1.09)  -0.686
H (-4.28, -0.73, -1.86)  0.384
H (-4.11, 0.60, -0.82)  0.392
H (-3.71, -0.96, -0.32)  0.326
H (-2.75, -0.47, -3.67)  0.502
H (-1.39, 0.63, -3.42)  0.467
H (-3.03, 1.23, -3.21)  0.459
H (-1.31, -2.69, 0.36)  0.301
H (-1.88, 1.32, 1.58)  0.296
Se (3.26, -1.86, -0.06)  -0.310
Sb (5.42, -0.67, -0.13)  0.769
Se (6.70, -0.84, -2.07)  -0.463
Se (6.16, 0.51, 1.76)  -0.474
Se (2.67, 0.95, -1.44)  -0.122
C (0.25, -0.21, 3.00)  -0.863
O (1.06, -0.44, 1.84)  -0.101
C (1.90, 0.68, 1.39)  0.542
C (3.04, 0.88, 2.28)  -1.116
H (-0.06, 0.83, 3.05)  0.383
H (0.85, -0.46, 3.88)  0.293
H (-0.61, -0.87, 2.94)  0.222
H (2.71, 1.04, 3.31)  0.331
H (3.64, 1.72, 1.97)  0.392
H (3.67, -0.01, 2.24)  0.273


(2)
Below is C4H7NO as an isolated structure at a distorted geometry, with properties calculated with ωB97M-V with the def2-TZVPD basis set.

Properties
Gap between HOMO and LUMO = 8.6137 eV
Electronic energy = -7793.479 eV
LUMO energy = 0.763 eV
ΔE to the lowest compared entry with this formula, charge and spin = 142.2 kcal per mole

Last column: Mulliken charge in e.
Cartesian coordinates (Å):
O (-0.11, 2.57, -0.52)  -0.394
N (-0.92, 1.44, -0.79)  -0.724
C (-0.32, 0.40, -0.32)  0.452
C (0.48, -0.03, 0.92)  -0.394
C (0.33, -1.51, 0.49)  -0.417
C (-0.40, -0.99, -0.74)  -0.429
H (-0.65, 3.28, -0.89)  0.354
H (1.48, 0.36, 1.09)  0.288
H (-0.18, 0.21, 1.75)  0.278
H (1.24, -2.10, 0.28)  0.252
H (-0.27, -2.10, 1.20)  0.252
H (0.57, -0.04, -1.23)  0.146
H (-1.24, -1.50, -1.24)  0.337


(3)
Below is C8H10F24MgN4O21S8 as an isolated structure at a distorted geometry, with properties calculated with ωB97M-V with the def2-TZVPD basis set.

Properties
Net charge = -2
Gap between HOMO and LUMO = 5.0155 eV
Electronic energy = -214758.147 eV
LUMO energy = -0.089 eV

Last column: Mulliken charge in e.
Cartesian coordinates (Å):
Mg (-21.99, -13.99, -11.10)  1.080
C (-19.17, -11.80, -9.67)  0.877
F (-18.45, -12.84, -9.29)  -0.215
F (-20.17, -11.57, -8.86)  -0.223
F (-18.39, -10.77, -9.77)  -0.168
S (-19.87, -12.11, -11.45)  0.933
O (-21.20, -11.45, -11.54)  -0.747
O (-19.07, -11.58, -12.56)  -0.562
N (-20.19, -13.77, -11.34)  -0.420
S (-18.90, -14.38, -12.10)  0.868
O (-19.15, -14.46, -13.58)  -0.642
O (-17.62, -13.77, -11.75)  -0.552
C (-18.78, -16.14, -11.41)  0.334
F (-19.12, -16.10, -10.11)  -0.259
F (-19.73, -16.82, -12.02)  0.059
F (-17.57, -16.57, -11.57)  -0.118
C (-11.90, -18.11, -16.86)  0.715
F (-11.01, -17.24, -16.46)  -0.240
F (-12.64, -17.66, -17.81)  -0.194
F (-11.27, -19.17, -17.35)  -0.248
S (-12.87, -18.65, -15.22)  0.908
O (-12.02, -19.63, -14.58)  -0.631
O (-13.16, -17.44, -14.44)  -0.520
N (-14.31, -19.52, -15.88)  -0.511
S (-15.41, -18.37, -15.96)  1.015
O (-14.87, -17.02, -16.36)  -0.641
O (-16.56, -18.69, -16.81)  -0.661
C (-16.24, -18.31, -14.19)  0.641
F (-15.35, -18.66, -13.28)  -0.237
F (-16.68, -17.05, -13.99)  -0.161
F (-17.21, -19.21, -14.22)  -0.194
C (-12.25, -9.52, -5.75)  0.655
F (-11.99, -8.93, -6.94)  -0.217
F (-12.43, -10.82, -5.98)  -0.236
F (-11.24, -9.45, -4.90)  -0.212
S (-13.89, -8.81, -4.89)  0.952
O (-13.77, -9.08, -3.46)  -0.599
O (-13.95, -7.42, -5.34)  -0.608
N (-15.12, -9.83, -5.55)  -0.370
S (-16.38, -9.09, -4.98)  1.011
O (-16.51, -9.42, -3.53)  -0.696
O (-16.59, -7.69, -5.31)  -0.633
C (-17.78, -10.15, -5.77)  0.624
F (-18.91, -9.42, -5.76)  -0.202
F (-17.51, -10.45, -7.03)  -0.233
F (-17.90, -11.34, -5.08)  -0.239
C (-20.86, -19.11, -14.15)  0.640
F (-19.79, -19.03, -13.41)  -0.148
F (-21.08, -17.83, -14.66)  -0.208
F (-20.69, -20.15, -15.14)  -0.251
S (-22.32, -19.77, -13.04)  0.866
O (-22.84, -18.47, -12.62)  -0.536
O (-23.18, -20.51, -14.00)  -0.641
N (-21.49, -20.87, -11.95)  -0.503
S (-21.44, -20.03, -10.62)  1.063
O (-20.68, -20.89, -9.72)  -0.766
O (-20.99, -18.67, -10.66)  -0.519
C (-23.26, -20.11, -9.89)  0.709
F (-23.28, -20.87, -8.80)  -0.222
F (-23.70, -18.89, -9.62)  -0.254
F (-24.09, -20.61, -10.76)  -0.251
O (-21.94, -11.53, -14.20)  -0.634
H (-21.22, -11.67, -14.82)  0.296
H (-22.07, -10.58, -14.20)  0.272
O (-22.38, -15.87, -11.21)  0.059
H (-23.29, -16.15, -11.29)  0.265
H (-21.91, -16.67, -10.97)  0.337
O (-21.96, -8.98, -6.60)  -0.615
H (-22.59, -9.67, -6.40)  0.295
H (-21.28, -9.41, -7.12)  0.321
O (-15.92, -11.63, -12.14)  -0.684
H (-15.86, -11.74, -13.09)  0.291
H (-16.78, -11.99, -11.91)  0.355
O (-22.69, -13.67, -12.85)  -0.424
H (-23.46, -14.05, -13.27)  0.331
H (-22.48, -12.91, -13.40)  0.278


(4)
Below is one molecule with the formula C24H30FN3O5S, with properties calculated with ωB97M-V with the def2-TZVPD basis set.

Properties
Gap between HOMO and LUMO = 8.5378 eV
Electronic energy = -53635.846 eV
LUMO energy = -0.109 eV
ΔE to the lowest compared entry with this formula, charge and spin = 11.3 kcal per mole

Last column: Mulliken charge in e.
Cartesian coordinates (Å):
C (-2.41, -3.95, 1.00)  -1.355
C (-2.99, -2.54, 1.14)  -0.896
N (-3.43, -2.01, -0.13)  0.398
C (-4.84, -2.21, -0.45)  -1.103
C (-5.59, -1.07, 0.26)  0.582
O (-6.07, -1.20, 1.37)  -0.634
N (-5.56, 0.08, -0.44)  -0.170
C (-5.74, 1.36, 0.21)  -1.428
C (-4.37, 1.94, 0.49)  0.512
C (-3.85, 2.96, -0.29)  -0.459
C (-2.56, 3.42, -0.07)  -0.545
C (-1.80, 2.84, 0.93)  0.496
F (-0.54, 3.29, 1.14)  -0.429
C (-2.30, 1.82, 1.71)  -0.644
C (-3.59, 1.38, 1.49)  -0.148
C (-2.73, -1.14, -0.90)  0.340
O (-3.26, -0.56, -1.85)  -0.797
C (-1.32, -0.90, -0.54)  -0.587
C (-0.73, 0.23, -0.94)  -0.780
C (0.62, 0.66, -0.64)  0.933
C (1.05, 1.92, -1.06)  -0.907
C (2.31, 2.40, -0.77)  -0.806
C (3.20, 1.61, -0.04)  0.994
O (4.47, 1.95, 0.28)  -0.347
C (4.89, 3.29, 0.06)  -1.047
C (2.78, 0.35, 0.37)  -0.091
S (3.86, -0.68, 1.39)  1.403
O (3.25, -1.97, 1.47)  -0.718
O (4.15, 0.02, 2.61)  -0.745
N (5.28, -0.82, 0.55)  -0.466
C (5.16, -1.36, -0.80)  0.957
C (6.22, -0.75, -1.71)  -1.535
C (5.30, -2.88, -0.71)  -1.480
C (1.52, -0.12, 0.09)  -0.746
H (-3.16, -4.62, 0.59)  0.328
H (-1.55, -3.95, 0.34)  0.310
H (-2.11, -4.32, 1.98)  0.424
H (-3.85, -2.56, 1.81)  0.506
H (-2.25, -1.87, 1.58)  0.551
H (-5.16, -3.18, -0.06)  0.473
H (-4.98, -2.17, -1.53)  0.439
H (-4.97, 0.08, -1.27)  0.424
H (-6.31, 2.02, -0.45)  0.392
H (-6.29, 1.19, 1.13)  0.427
H (-4.45, 3.40, -1.07)  0.348
H (-2.14, 4.22, -0.67)  0.457
H (-1.68, 1.39, 2.48)  0.498
H (-4.00, 0.58, 2.10)  0.479
H (-0.79, -1.64, 0.03)  0.557
H (-1.33, 0.92, -1.53)  0.465
H (0.37, 2.55, -1.63)  0.385
H (2.60, 3.38, -1.11)  0.445
H (4.22, 4.00, 0.55)  0.399
H (5.88, 3.36, 0.51)  0.281
H (4.95, 3.52, -1.01)  0.356
H (5.78, 0.05, 0.61)  0.317
H (4.16, -1.12, -1.20)  0.082
H (6.14, -1.16, -2.71)  0.411
H (7.21, -0.96, -1.32)  0.371
H (6.09, 0.33, -1.77)  0.332
H (5.14, -3.33, -1.69)  0.386
H (4.56, -3.26, -0.01)  0.380
H (6.29, -3.14, -0.35)  0.330
H (1.27, -1.10, 0.45)  0.695


Q: Which formula does entry 1 have?
A: C5H14NO7P2SbSe4W